{
  "formula": "C25H27N7O8STi",
  "method": "ωB97M-V with the def2-TZVPD basis set",
  "largest_force_ev_per_a": 0.869,
  "s2": 2.0272,
  "spin_multiplicity": 3,
  "orbital_gap_ev": [3.92, 7.35],
  "total_charge": -2,
  "e_homo_ev": [0.48, -2.95],
  "elements": ["Ti", "O", "C", "O", "C", "C", "C", "C", "C", "N", "C", "O", "O", "H", "H", "H", "C", "O", "C", "O", "N", "N", "H", "H", "H", "H", "H", "H", "N", "C", "C", "C", "C", "C", "C", "S", "O", "O", "N", "C", "N", "C", "C", "C", "N", "H", "H", "H", "H", "H", "H", "H", "H", "H", "C", "C", "C", "C", "C", "C", "H", "H", "H", "H", "H", "H", "H", "H", "H"],
  "coordinates": [[-1.3971, 0.1915, -0.5310], [-1.9884, 1.8845, -4.2671], [-1.9324, 1.1745, -3.2639], [-1.7198, 1.6005, -2.0506], [-2.1705, -0.2964, -3.3118], [-2.3245, -1.0738, -4.4322], [-2.5069, -2.4575, -4.2912], [-2.5313, -3.0122, -2.9951], [-2.3699, -2.1934, -1.9112], [-2.1743, -0.8521, -2.0625], [-2.3467, -2.6088, -0.4691], [-2.6231, -3.7643, -0.1381], [-2.0653, -1.6354, 0.3342], [-2.2930, -0.5927, -5.4017], [-2.6163, -3.0907, -5.1633], [-2.6696, -4.0721, -2.8243], [2.9060, 5.2672, -3.3457], [2.6726, 3.8745, -3.3299], [1.7282, 3.3444, -2.4753], [1.6303, 2.1603, -2.3621], [1.0041, 4.2751, -1.7754], [-0.0946, 3.8687, -0.9881], [3.7915, 5.4184, -3.9607], [3.0915, 5.6565, -2.3422], [2.0742, 5.8159, -3.8013], [0.8582, 5.1771, -2.1924], [-0.6377, 3.1630, -1.4954], [0.2751, 3.4061, -0.1624], [0.0739, -3.3554, 5.5335], [0.1622, -2.1666, 4.7781], [0.3169, -2.2264, 3.3958], [0.4152, -1.0668, 2.6491], [0.3533, 0.1653, 3.2889], [0.2046, 0.2401, 4.6623], [0.1212, -0.9246, 5.4092], [0.3873, 1.6395, 2.3022], [0.2207, 2.7625, 3.1948], [1.5737, 1.6252, 1.4907], [-0.8698, 1.4511, 1.2932], [-2.1315, 1.4092, 1.7732], [-2.4534, 1.6083, 3.0654], [-3.7346, 1.4633, 3.3633], [-4.7119, 1.1140, 2.4400], [-4.2758, 0.9006, 1.1433], [-3.0113, 1.0689, 0.8027], [-0.2739, -4.1266, 4.9822], [-0.4864, -3.2453, 6.3654], [0.3230, -3.1850, 2.8889], [0.5221, -1.1232, 1.5697], [0.1244, 1.2143, 5.1263], [-0.0002, -0.8743, 6.4867], [-3.9962, 1.6219, 4.4069], [-5.7463, 0.9842, 2.7227], [-4.9448, 0.5799, 0.3526], [3.7699, -1.5084, 0.3481], [3.0196, -1.8212, -0.9550], [3.7363, -1.1425, -2.1309], [2.9929, -3.3392, -1.1783], [1.6538, -1.2884, -0.8551], [0.5771, -0.7274, -0.7564], [4.8116, -1.8439, 0.2834], [3.2924, -2.0108, 1.1921], [3.7468, -0.4360, 0.5453], [4.7637, -1.5148, -2.2234], [3.7550, -0.0620, -1.9849], [3.2018, -1.3400, -3.0612], [4.0125, -3.7379, -1.2300], [2.4729, -3.5769, -2.1076], [2.4611, -3.8332, -0.3633]],
  "forces_ev_per_angstrom": [[0.0, -0.7, -0.5], [0.1, 0.0, 0.0], [-0.1, 0.2, -0.1], [0.1, -0.1, 0.2], [0.0, -0.1, -0.1], [-0.1, 0.0, 0.1], [0.0, -0.1, -0.1], [-0.1, 0.0, 0.1], [0.0, -0.1, -0.1], [0.2, 0.2, 0.2], [-0.1, -0.1, 0.2], [0.1, 0.0, 0.0], [-0.1, 0.3, -0.1], [0.0, 0.0, 0.0], [0.0, 0.0, 0.0], [0.0, 0.0, 0.0], [0.0, 0.0, 0.0], [0.0, 0.0, 0.0], [-0.1, 0.0, 0.1], [0.1, 0.0, -0.1], [-0.1, 0.0, 0.0], [0.0, -0.1, 0.0], [0.0, 0.0, 0.0], [0.0, 0.0, 0.0], [0.0, 0.0, 0.0], [0.0, 0.0, 0.0], [0.0, 0.0, 0.0], [0.0, 0.0, 0.0], [0.0, 0.0, 0.0], [0.0, 0.0, 0.0], [0.0, 0.0, 0.0], [0.0, 0.0, 0.0], [0.0, 0.0, -0.1], [-0.1, 0.1, 0.0], [0.0, 0.0, 0.0], [0.1, 0.1, 0.1], [0.0, 0.0, 0.0], [-0.1, -0.1, 0.0], [0.2, 0.0, 0.1], [0.2, 0.1, 0.4], [-0.2, -0.1, -0.1], [0.0, 0.0, -0.1], [0.0, 0.0, 0.1], [0.1, 0.1, -0.1], [-0.1, -0.1, 0.0], [0.0, 0.0, 0.0], [0.0, 0.0, 0.0], [0.0, 0.0, 0.0], [0.0, 0.0, 0.0], [0.0, 0.0, 0.0], [0.0, 0.0, 0.0], [0.0, 0.0, 0.0], [0.0, 0.0, 0.0], [0.0, 0.0, 0.0], [0.0, 0.0, 0.0], [0.0, 0.0, 0.0], [0.0, 0.0, 0.0], [0.0, 0.0, 0.0], [0.0, 0.1, 0.0], [-0.2, 0.3, 0.0], [0.0, 0.0, 0.0], [0.0, 0.0, 0.0], [0.0, 0.0, 0.0], [0.0, 0.0, 0.0], [0.0, 0.0, 0.0], [0.0, 0.0, 0.0], [0.0, 0.0, 0.0], [0.0, 0.0, 0.0], [0.0, 0.0, 0.0]]
}

{
  "formula": "C5H9NO",
  "method": "ωB97M-V with the def2-TZVPD basis set",
  "largest_force_ev_per_a": 5.357,
  "orbital_gap_ev": 9.88,
  "e_homo_ev": -8.94,
  "smiles": "O[C@H]1C[C@]2(CN2)C1",
  "elements": ["O", "C", "C", "C", "C", "N", "C", "H", "H", "H", "H", "H", "H", "H", "H", "H"],
  "coordinates": [[0.3568, -1.4249, 2.0167], [1.0237, -0.8873, 0.8990], [0.7969, 0.6056, 0.6839], [-0.0916, 0.3287, -0.4672], [-0.9607, 1.1385, -1.3628], [-1.8317, 0.5334, -0.4418], [0.3305, -1.1338, -0.4727], [-0.5880, -1.2259, 1.9178], [2.0605, -1.2191, 0.9941], [1.5396, 1.0140, -0.1487], [0.6965, 1.3482, 1.4479], [-1.1001, 0.7932, -2.3757], [-0.7854, 2.2153, -1.3097], [-1.9648, 1.1483, 0.3572], [-0.4902, -1.8441, -0.4518], [1.0080, -1.3900, -1.2861]],
  "forces_ev_per_angstrom": [[-0.5, 0.1, -0.1], [0.4, -0.2, -0.1], [2.2, 1.5, -2.8], [-5.3, -0.7, -0.3], [1.8, 0.8, -0.5], [1.3, -1.2, 1.6], [0.2, 0.1, -0.3], [0.2, -0.1, 0.1], [-0.2, 0.1, -0.1], [0.2, -0.6, 2.5], [-0.3, 0.3, 0.5], [0.1, 0.0, -0.3], [-0.1, 0.0, -0.1], [-0.1, 0.1, -0.1], [0.0, 0.0, 0.0], [0.1, -0.1, 0.0]]
}

{
  "formula": "C10H21N2O",
  "method": "ωB97M-V with the def2-TZVPD basis set",
  "largest_force_ev_per_a": 6.224,
  "s2": 2.0070,
  "spin_multiplicity": 3,
  "orbital_gap_ev": [6.61, 7.25],
  "total_charge": 1,
  "e_homo_ev": [-9.32, -14.13],
  "elements": ["C", "C", "C", "C", "C", "C", "C", "C", "C", "C", "N", "N", "O", "H", "H", "H", "H", "H", "H", "H", "H", "H", "H", "H", "H", "H", "H", "H", "H", "H", "H", "H", "H", "H"],
  "coordinates": [[0.9150, 1.8361, -0.2960], [1.2454, 1.3052, 1.0941], [-1.1102, 0.1209, 1.1607], [0.9950, 1.0201, -1.5747], [-1.6139, 0.1610, -0.3395], [0.9807, -1.1452, 0.6326], [0.3963, 0.0083, 1.3755], [-3.0038, -0.4232, -0.3196], [0.6287, -0.1800, 2.8970], [1.2327, -1.0952, -2.5465], [-0.8451, -0.5645, -1.2620], [0.5673, -0.3798, -1.4565], [0.4109, -2.2418, 0.3184], [-0.0240, 2.2574, -0.0758], [1.4794, 2.6766, -0.3605], [2.2414, 1.1033, 1.1835], [1.0548, 2.1928, 1.8243], [-1.4213, 0.9320, 1.6417], [-1.4187, -0.8268, 1.5089], [0.4199, 1.6554, -2.2041], [1.9441, 1.0917, -1.8945], [-1.5719, 1.1453, -0.7809], [2.0255, -1.2179, 0.5702], [-3.6036, -0.0151, 0.6406], [-2.8425, -1.4282, -0.3081], [-3.4265, -0.2720, -1.2985], [1.5670, 0.1305, 3.3112], [0.6156, -1.2610, 3.3251], [-0.0123, 0.3528, 3.5402], [0.7542, -0.9565, -3.5621], [2.2483, -1.0011, -2.4031], [0.9906, -2.1428, -2.2984], [-1.2356, -0.8423, -2.1435], [-0.5833, -1.9959, 0.1003]],
  "forces_ev_per_angstrom": [[-0.7, -1.3, 1.9], [-3.1, 0.5, -0.3], [3.1, -2.6, -3.9], [-2.3, 1.1, 4.0], [-0.1, 1.6, 1.7], [2.7, 3.2, 2.8], [1.4, 1.0, 1.4], [-1.0, 3.1, 1.1], [0.3, -3.1, 1.5], [-4.3, -3.1, 0.1], [4.9, -1.1, -1.9], [-3.5, 2.6, -3.4], [-5.4, -2.9, -1.3], [-1.7, 0.4, -0.7], [2.0, 2.5, -1.0], [2.8, -0.9, 0.4], [0.0, -1.8, -1.0], [-1.9, 3.1, 2.2], [-1.3, -0.7, 1.0], [-1.1, -0.4, -1.4], [3.4, -0.5, -1.2], [-0.5, 1.0, 0.6], [1.4, 0.1, 0.2], [1.2, -1.1, -2.7], [-0.1, -3.2, 0.8], [-1.0, 0.6, -0.1], [1.1, 0.4, -0.7], [-0.5, 1.4, -1.2], [-1.5, 0.9, 0.4], [1.0, 0.6, 0.9], [2.1, 0.6, -0.3], [0.4, 0.0, -0.4], [-0.6, -0.7, -0.2], [2.7, -1.5, 0.6]]
}

Relative energy (zero: lowest compared OMol25 entry of this formula, charge and spin): 0.693 4.080 1.646 (eV)
Energy: -87127.9416 -8865.1328 -15724.2113 (eV)